No. 1
This record from the Open Molecules 2025 dataset describes 8 unconnected molecules or ions with the total composition C40H69Cl3F24O3. The level of theory is ωB97M-V/def2-TZVPD.

Computed properties:
Kohn-Sham gap: 11.1019 eV
Relative energy (zero: lowest compared OMol25 entry of this formula, charge and spin): 0.0 kcal/mol
LUMO level: 0.45 eV

Structure (ORCA input):
```
! RIJCOSX wB97M-V def2-TZVPD def2/J DEFGRID3
* xyz 0 1
F 2.229 -3.264 2.602
C 1.983 -2.948 3.902
F 3.125 -2.442 4.482
C 0.725 -2.112 4.043
F -0.310 -2.880 3.615
F 0.742 -0.974 3.294
C 0.505 -1.671 5.477
O 0.414 -2.784 6.348
C -0.112 -2.509 7.588
F 0.646 -1.572 8.191
F -1.362 -2.029 7.480
C -0.054 -3.838 8.354
F -0.510 -3.737 9.623
F -0.749 -4.793 7.693
H 1.843 -3.893 4.447
H -0.387 -1.049 5.578
H 1.323 -0.991 5.730
H 0.985 -4.180 8.413
F 0.419 2.732 -3.546
C 0.031 3.624 -2.599
F 1.095 4.399 -2.241
C -1.165 4.499 -2.994
F -1.151 5.570 -2.156
F -2.287 3.776 -2.798
C -1.170 5.018 -4.419
O 0.020 5.696 -4.786
C -0.135 6.665 -5.716
F -0.817 6.205 -6.779
F -0.813 7.719 -5.208
C 1.233 7.192 -6.175
F 1.079 8.214 -7.046
F 1.936 7.603 -5.092
H -0.155 3.022 -1.705
H -2.088 5.601 -4.521
H -1.260 4.190 -5.124
H 1.833 6.436 -6.693
F 1.399 2.981 6.604
C 2.421 2.792 5.749
F 3.475 3.602 6.049
C 2.878 1.327 5.786
F 1.798 0.541 5.521
F 3.310 0.994 7.030
C 3.995 1.005 4.810
O 3.750 1.611 3.547
C 4.001 0.793 2.476
F 5.232 0.287 2.564
F 3.136 -0.224 2.456
C 3.854 1.674 1.225
F 3.827 0.868 0.137
F 2.708 2.400 1.263
H 2.108 3.083 4.741
H 4.228 -0.052 4.681
H 4.896 1.412 5.285
H 4.702 2.365 1.162
Cl 0.471 0.445 -1.289
C 0.830 -0.673 0.026
Cl 1.993 -1.898 -0.479
Cl -0.690 -1.506 0.512
H 1.208 -0.124 0.879
C -8.837 -2.860 1.635
C -7.380 -2.577 1.261
C -6.488 -3.828 1.206
C -5.201 -3.521 0.435
C -4.305 -4.753 0.326
C -2.927 -4.431 -0.271
H -9.490 -1.989 1.623
H -8.903 -3.386 2.591
H -9.267 -3.540 0.894
H -7.458 -2.121 0.267
H -6.910 -1.805 1.873
H -7.021 -4.630 0.689
H -6.234 -4.185 2.207
H -5.535 -3.223 -0.562
H -4.653 -2.706 0.913
H -4.094 -5.143 1.324
H -4.785 -5.515 -0.291
H -2.951 -3.878 -1.210
H -2.360 -3.852 0.464
H -2.324 -5.328 -0.413
C -0.320 1.944 2.503
C -0.300 3.171 1.573
C 0.479 4.401 2.073
C -0.046 4.927 3.419
C 0.772 6.140 3.866
C 0.245 6.788 5.160
H -0.870 1.153 1.993
H -0.753 2.093 3.493
H 0.712 1.629 2.684
H 0.166 2.853 0.637
H -1.327 3.492 1.378
H 0.398 5.179 1.310
H 1.541 4.131 2.080
H -1.110 5.148 3.293
H -0.045 4.143 4.181
H 1.828 5.937 4.063
H 0.729 6.865 3.050
H 0.699 7.776 5.259
H -0.843 6.804 5.156
H 0.637 6.249 6.023
C -2.781 -5.642 -5.420
C -2.077 -4.696 -4.438
C -0.884 -5.420 -3.804
C 0.040 -4.404 -3.116
C 1.170 -4.989 -2.286
C 0.796 -5.762 -1.029
H -3.099 -6.566 -4.939
H -2.073 -5.863 -6.223
H -3.631 -5.204 -5.948
H -1.688 -3.841 -4.995
H -2.694 -4.344 -3.611
H -0.295 -5.982 -4.531
H -1.254 -6.124 -3.052
H 0.510 -3.811 -3.904
H -0.513 -3.709 -2.475
H 1.762 -5.720 -2.851
H 1.840 -4.173 -2.014
H 0.054 -6.545 -1.195
H 1.649 -6.109 -0.447
H 0.277 -5.115 -0.305
C 2.687 -1.531 -3.744
C 3.810 -1.037 -4.652
C 3.424 -0.174 -5.844
C 2.763 1.162 -5.500
C 2.387 1.899 -6.788
C 1.603 3.221 -6.551
H 1.872 -2.009 -4.294
H 2.177 -0.695 -3.257
H 3.081 -2.177 -2.967
H 4.468 -0.446 -4.004
H 4.383 -1.913 -4.967
H 2.717 -0.720 -6.482
H 4.320 -0.050 -6.456
H 1.965 1.016 -4.773
H 3.512 1.810 -5.025
H 3.191 2.110 -7.494
H 1.704 1.246 -7.343
H 2.238 4.090 -6.386
H 0.940 3.374 -7.401
H 1.009 3.095 -5.643
*
```

Atom charges from the Mulliken analysis, given in e for atoms 1 to 4: -0.22 -0.09 -0.26 1.10



No. 2
This record from the Open Molecules 2025 dataset describes a gas-phase ion, C3HOS (charge -1). The level of theory is ωB97M-V/def2-TZVPD.

Computed properties:
Kohn-Sham gap: 7.4539 eV
Relative energy (zero: lowest compared OMol25 entry of this formula, charge and spin): 68.5 kcal/mol
LUMO level: 3.84 eV

Structure (ORCA input):
```
! RIJCOSX wB97M-V def2-TZVPD def2/J DEFGRID3
* xyz -1 1
C -0.455 0.205 0.670
C -0.586 -0.891 -0.117
C 0.459 -0.665 -0.595
O 0.065 0.334 1.886
S 1.396 0.214 -1.730
H -0.878 0.803 -0.114
*
```

Atom charges from the Mulliken analysis, given in e for atoms 1 to 4: 0.16 -0.04 -0.22 -0.66



No. 3
This record from the Open Molecules 2025 dataset describes a molecular structure, C20H35N2O2P2Ru. The level of theory is ωB97M-V/def2-TZVPD.

Computed properties:
Kohn-Sham gap (alpha / beta): 7.0236 / 4.0472 eV
<S²>: 8.81
LUMO level (alpha / beta): -5.72 / -9.09 eV

Structure (ORCA input):
```
! RIJCOSX wB97M-V def2-TZVPD def2/J DEFGRID3
* xyz 2 6
Ru -0.008 -0.572 -0.205
P 2.189 -1.052 -0.162
C 2.415 -1.743 -1.797
C 1.305 -1.923 -2.641
N 0.077 -1.469 -2.209
C -1.027 -1.919 -2.825
C -0.936 -2.792 -3.928
C 0.302 -3.038 -4.529
C 1.419 -2.481 -3.951
C -2.363 -1.525 -2.184
P -2.211 -0.076 -1.079
H 2.416 -2.603 -4.375
H -1.846 -3.250 -4.322
H 0.387 -3.703 -5.386
H -3.172 -1.302 -2.901
H -2.729 -2.340 -1.532
H 4.151 1.742 -2.818
H 3.334 -1.570 -2.338
H 0.434 3.511 -2.189
O 3.803 2.383 -3.424
H 3.161 1.994 -4.071
H -0.569 0.493 -1.262
O 0.429 4.239 -1.528
H 1.156 4.034 -0.879
C -2.606 1.351 -2.131
H -3.496 1.151 -2.737
H -2.770 2.230 -1.499
H -1.760 1.591 -2.781
C -3.527 -0.076 0.117
H -3.731 0.947 0.450
H -4.427 -0.492 -0.349
H -3.252 -0.679 0.983
C 2.245 -2.584 0.832
H 3.264 -2.965 0.704
H 1.994 -2.464 1.898
H 1.528 -3.269 0.364
C 3.341 0.140 0.631
H 3.060 0.344 1.674
H 4.366 -0.252 0.642
H 3.346 1.110 0.116
C -1.712 2.671 1.922
N -0.419 2.562 2.503
C -0.081 3.395 3.607
C 0.516 1.553 2.093
C 0.117 0.200 2.581
C 0.308 -0.218 3.904
C -0.122 -1.499 4.286
C -0.810 -2.323 3.386
C -1.088 -1.864 2.096
C -0.545 -0.641 1.675
H -2.132 3.647 2.192
H -2.407 1.895 2.275
H -1.649 2.588 0.831
H -0.280 2.904 4.583
H 1.002 3.585 3.572
H -0.634 4.348 3.569
H 0.614 1.530 0.970
H 1.464 1.788 2.619
H 0.852 0.422 4.620
H 0.122 -1.891 5.285
H -1.142 -3.330 3.673
H -1.663 -2.444 1.379
*
```

Atom charges from the Mulliken analysis, given in e for atoms 1 to 4: -1.06 1.16 -1.31 1.08



No. 4
This record from the Open Molecules 2025 dataset describes a molecular structure, C7H10Br2N2O. The level of theory is ωB97M-V/def2-TZVPD.

Computed properties:
Kohn-Sham gap: 6.8990 eV
Relative energy (zero: lowest compared OMol25 entry of this formula, charge and spin): 108.2 kcal/mol
LUMO level: -2.03 eV

Structure (ORCA input):
```
! RIJCOSX wB97M-V def2-TZVPD def2/J DEFGRID3
* xyz 0 1
C -0.332 0.317 -0.072
C -2.667 -0.087 -0.816
C -1.567 0.658 -0.059
C 1.823 0.662 -1.072
C 1.608 -1.199 0.722
C 1.116 1.159 1.418
C 1.074 0.200 0.223
N -0.873 -1.699 -1.303
N -2.032 -1.388 -1.223
O -3.584 0.323 -1.446
Br -3.409 -1.597 0.982
Br -2.343 2.350 0.525
H 2.813 0.750 -0.802
H 1.745 0.010 -1.828
H 1.268 1.636 -1.259
H 2.642 -1.338 0.777
H 1.071 -1.861 0.020
H 1.139 -1.282 1.658
H 2.047 1.424 1.642
H 0.487 0.893 2.322
H 0.761 2.205 1.231
H -2.786 -2.139 -1.639
*
```

Atom charges from the Mulliken analysis, given in e for atoms 1 to 4: -0.39 0.22 0.25 -1.58



No. 5
This record from the Open Molecules 2025 dataset describes a molecular structure, C32H33Cl6N2OPPd. The level of theory is ωB97M-V/def2-TZVPD.

Computed properties:
Kohn-Sham gap (alpha / beta): 4.3047 / 4.2066 eV
Relative energy (zero: lowest compared OMol25 entry of this formula, charge and spin): 1.3 kcal/mol
LUMO level (alpha / beta): -14.63 / -14.72 eV

Structure (ORCA input):
```
! RIJCOSX wB97M-V def2-TZVPD def2/J DEFGRID3
* xyz 4 1
Pd 0.662 0.143 -0.307
Cl 1.235 0.208 2.061
C 0.456 -1.100 2.904
C 0.854 -1.358 4.198
C 0.226 -2.387 4.895
C -0.785 -3.126 4.295
C -1.163 -2.866 2.987
C -0.552 -1.830 2.273
P -1.062 -1.447 0.579
C -1.915 -2.907 -0.031
C -1.151 -4.042 -0.357
C -1.791 -5.214 -0.703
C -3.183 -5.274 -0.728
C -3.943 -4.147 -0.408
C -3.322 -2.963 -0.066
C -2.295 -0.125 0.622
C -2.637 0.542 1.802
C -3.691 1.444 1.784
C -4.378 1.704 0.599
C -4.006 1.073 -0.586
C -2.957 0.168 -0.582
H 1.645 -0.780 4.659
H 0.541 -2.612 5.906
H -1.277 -3.916 4.846
H -1.946 -3.455 2.530
H -0.068 -4.001 -0.331
H -1.211 -6.089 -0.965
H -3.683 -6.197 -0.991
H -5.024 -4.201 -0.399
H -3.924 -2.122 0.240
H -2.135 0.314 2.735
H -4.003 1.921 2.705
H -5.220 2.384 0.608
H -4.550 1.269 -1.502
H -2.682 -0.351 -1.495
Cl 0.310 -0.451 -2.686
C 1.492 -1.629 -2.198
C 1.820 -1.564 -0.867
C 2.750 -2.438 -0.343
Cl 3.139 -2.377 1.324
C 3.365 -3.374 -1.192
Cl 4.528 -4.439 -0.569
C 3.014 -3.423 -2.558
Cl 3.748 -4.549 -3.583
C 2.048 -2.536 -3.078
Cl 1.578 -2.569 -4.709
C 4.416 2.398 -2.191
C 4.848 1.966 -0.785
C 3.785 0.946 -0.433
O 2.552 1.472 -0.999
C 2.891 2.308 -2.140
H 4.822 1.726 -2.946
H 4.743 3.406 -2.434
H 4.822 2.807 -0.091
H 5.848 1.538 -0.760
H 3.639 0.798 0.638
H 4.011 -0.017 -0.901
H 2.450 3.296 -1.976
H 2.459 1.880 -3.047
N -0.798 5.185 -0.418
C -0.391 4.562 0.885
C 0.411 3.284 0.633
N -0.324 2.308 -0.203
C -0.674 2.953 -1.487
C -1.528 4.202 -1.282
H 0.032 5.530 -0.909
H -1.386 6.005 -0.245
H -1.299 4.347 1.450
H 0.206 5.273 1.454
H 0.652 2.838 1.596
H 1.354 3.516 0.134
H -1.197 2.080 0.277
H -1.223 2.257 -2.120
H 0.256 3.209 -2.000
H -2.463 3.947 -0.781
H -1.769 4.667 -2.238
*
```

Atom charges from the Mulliken analysis, given in e for atoms 1 to 4: -1.16 0.11 0.43 -0.62



What did we get for max |F|? Answer: 2.1, 12.1, 2.5, 5.9, 2.0 eV/A, in the order shown.
What did we get for molar mass? Answer: 1160.30, 85.11, 498.53, 297.98, 811.74 g mol⁻¹, in the order shown.